Arrangement 1

A cluster of 2 separate species, C3H9O3 in total, computed with ωB97M-V/def2-TZVPD.

Each line ends with the Mulliken charge.
Cartesian coordinates (Å):
O 1.9643 0.1105 0.2991  -0.92
O -0.1278 0.6060 -1.0042  -0.65
O -1.6656 -0.7482 -3.1019  -0.69
C -0.4163 1.0102 0.3316  -0.54
C -0.2582 -0.1898 1.2400  -0.62
C 1.2947 -0.4428 1.3474  -0.34
H 0.8509 0.4043 -0.8411  0.34
H -1.4317 1.4258 0.3325  0.36
H -0.6393 -1.0997 0.7640  0.20
H -1.3031 -0.4204 -2.2513  0.44
H 1.6561 -0.0377 2.3209  0.21
H 1.4384 -1.5419 1.3988  0.25
H -0.8629 -0.7441 -3.6330  0.27
H -0.8220 -0.0846 2.1744  0.35
H 0.3227 1.7525 0.6229  0.32

Values from the calculation:
E_HOMO (eV): -3.117
Charge: -1
Lowest unoccupied orbital energy (eV): 4.20

Arrangement 2

A cluster of 2 separate species, C3H9O3 in total, computed with ωB97M-V/def2-TZVPD.

Each line ends with the Mulliken charge.
Cartesian coordinates (Å):
O -1.2304 2.6802 0.9863  -0.53
O 0.8346 -3.3054 -1.1534  -0.76
O -0.2279 -1.2762 -0.1272  -0.89
C -0.4514 1.4301 1.1485  -0.32
C 0.0867 1.0627 -0.2500  -0.67
C 0.7245 -0.3203 -0.3992  -0.32
H -1.1497 0.7472 1.6251  0.24
H 1.5237 -0.3235 0.3785  0.16
H 0.3961 1.5124 1.8601  0.19
H 1.6831 -2.9403 -0.8589  0.25
H -0.5854 3.1475 0.4398  0.32
H -0.8236 1.0957 -0.8643  0.31
H 0.1536 -2.5557 -0.8303  0.45
H 0.7459 1.8113 -0.7492  0.39
H 1.0173 -0.1583 -1.4636  0.17

Values from the calculation:
E_HOMO (eV): -3.280
Charge: -1
Lowest unoccupied orbital energy (eV): 3.79

Energies relative to the most stable structure are arrangement 1 0.0; arrangement 2 54.9, reported in kJ/mol.

Arrangement 1

A cluster of 2 separate species, CHN3OS in total, computed with ωB97M-V/def2-TZVPD.

Each line ends with the Mulliken charge.
Cartesian coordinates (Å):
S 2.3182 1.3854 -1.3149  -0.30
O 1.8044 1.5699 1.3254  -0.35
N -2.0022 -1.0403 -0.1859  0.62
N -3.0403 -0.8276 -0.6091  -0.33
N -0.8024 -1.2133 -0.0940  -0.53
C 1.9555 1.5062 0.1748  0.64
H -0.2332 -1.3803 0.7036  0.25

Values from the calculation:
E_HOMO (eV): -10.209
Lowest unoccupied orbital energy (eV): 0.55

Arrangement 2

A cluster of 2 separate species, CHN3OS in total, computed with ωB97M-V/def2-TZVPD.

Each line ends with the Mulliken charge.
Cartesian coordinates (Å):
S -1.2219 0.9652 1.9189  -0.31
O 0.6456 -0.9736 1.8584  -0.34
N -0.2016 -0.5340 -1.1163  -0.58
N 0.2278 0.5085 -1.4875  0.76
N 0.4580 1.5790 -1.7193  -0.41
C -0.1602 -0.1460 1.8871  0.64
H 0.2524 -1.3993 -1.3413  0.24

Values from the calculation:
E_HOMO (eV): -10.288
Lowest unoccupied orbital energy (eV): 0.74

Energies relative to the most stable structure are arrangement 1 24.6; arrangement 2 0.0, reported in kJ/mol.

Arrangement 1

An isolated molecule of C9H11N3, computed with ωB97M-V/def2-TZVPD.

Each line ends with the Mulliken charge.
Cartesian coordinates (Å):
N 1.5438 -2.1859 0.1226  -0.29
N 1.7880 1.4660 0.1027  -0.28
N 3.4055 -0.7627 -0.2024  -0.46
C 0.8903 0.6783 -0.0695  -0.32
C 2.2967 -1.2230 -0.0016  0.54
C 0.2576 -2.3785 0.3170  -0.49
C -1.4502 1.0137 0.5594  -1.59
C 3.0749 1.6230 0.1391  -0.47
C -0.3915 -1.2252 0.9581  -0.85
C -0.6968 -0.2557 -1.5030  -1.36
C -0.4166 0.0702 0.0229  1.76
C 3.8830 0.4947 -0.2141  -0.29
H 3.4436 2.5620 0.5015  0.42
H -0.8163 0.6624 -2.0311  0.48
H 0.2648 -0.9901 1.8257  0.35
H 0.2875 -0.6746 -2.0197  0.28
H -1.3997 -1.3970 1.2922  0.48
H -1.6232 -0.9398 -1.5990  0.33
H -1.4033 0.9745 1.7683  0.31
H -1.5307 2.0449 0.2982  0.40
H -2.4328 0.4378 0.4845  0.35
H -0.0881 -3.4500 0.0339  0.29
H 4.9420 0.6109 -0.3252  0.40

Values from the calculation:
E_HOMO (spin up / spin down) (eV): -5.999 / -6.133
Lowest unoccupied orbital energy (spin up / spin down) (eV): 0.08 / 0.15

Arrangement 2

An isolated molecule of C9H11N3, computed with ωB97M-V/def2-TZVPD.

Each line ends with the Mulliken charge.
Cartesian coordinates (Å):
N -0.5121 -0.3247 -1.1967  1.33
N -1.4595 0.2187 -1.9645  -0.97
N -0.2963 -1.6035 -1.4511  -0.98
C -0.0117 0.4036 0.0031  1.23
C 1.9565 0.0948 1.6327  -0.75
C -0.8842 0.1017 1.1680  -0.84
C -0.3540 -0.0389 2.3541  -0.28
C 0.1307 1.8556 -0.2888  -1.45
C -1.0961 -1.8713 -2.4470  -0.24
C -1.8489 -0.7430 -2.7726  -0.28
C 1.4635 -0.2679 0.2885  -0.60
C 1.0677 0.0428 2.6381  -0.38
H 2.2294 -0.1099 -0.4752  0.44
H 1.2655 -1.3677 0.1643  0.37
H -0.8304 2.3143 -0.7285  0.36
H 0.4435 2.3971 0.7156  0.31
H -0.9988 -2.8134 -2.9054  0.45
H -2.4286 -0.6350 -3.7112  0.34
H -1.0041 -0.3768 3.2076  0.33
H -1.9869 0.2035 1.1166  0.30
H 0.8843 2.0208 -1.0017  0.42
H 2.8876 0.3001 2.0547  0.41
H 1.3830 0.1991 3.5996  0.47

Values from the calculation:
E_HOMO (eV): -8.600
Structure (SMILES): C[C@]1(n2nccn2)C=CC=CC1
Lowest unoccupied orbital energy (eV): 0.82

Energies relative to the most stable structure are arrangement 1 361.3; arrangement 2 0.0, reported in kJ/mol.

Arrangement 1

The ion C10H17N2O3 with charge +1, computed with ωB97M-V/def2-TZVPD.

Each line ends with the Mulliken charge.
Cartesian coordinates (Å):
O -1.1911 3.3659 -2.7403  -0.54
O -0.1556 -0.8879 0.1066  -0.36
O -0.5268 0.2108 2.1107  -0.64
N 0.8470 2.9298 -1.9975  -0.16
N -0.8571 1.1744 0.1923  0.12
C -0.9218 -2.8071 1.1671  -1.42
C 1.8557 3.3520 -2.4209  0.10
C -0.7485 1.3274 -1.3006  -0.86
C 1.5249 -2.0887 1.7226  -1.47
C -0.5153 2.8252 -1.5022  1.23
C -0.4651 0.0728 0.9208  0.74
C -0.7782 3.5325 -0.2219  -1.05
C 0.3719 -2.2104 0.6480  1.14
C -1.3033 2.4142 0.7834  -0.66
C 0.6950 -3.0920 -0.5880  -1.70
H 1.6178 -3.0299 2.2172  0.43
H -1.3497 4.4928 -0.3228  0.41
H 0.7372 -3.9971 -0.0799  0.52
H -1.6165 -2.6728 0.2351  0.32
H 0.0679 -3.2341 -1.4394  0.38
H 2.7349 3.6796 -2.8725  0.52
H -2.3855 2.2606 0.7864  0.37
H -1.3328 -2.1748 1.9227  0.37
H -1.9116 3.9577 -2.4403  0.39
H -1.6650 1.1056 -1.8684  0.19
H 0.0597 0.5238 -1.6876  0.31
H 1.1580 -1.3557 2.4280  0.38
H 0.1899 3.9136 0.2188  0.35
H 2.4310 -1.7427 1.2712  0.40
H -0.8566 2.6396 1.8789  0.28
H -0.8777 -3.8262 1.4825  0.49
H 1.7271 -2.9440 -0.8136  0.42

Values from the calculation:
E_HOMO (eV): -12.521
Charge: +1
Structure (SMILES): C#[N+][C@]1(O)CCN(C(=O)OC(C)(C)C)C1
Lowest unoccupied orbital energy (eV): -4.70

Arrangement 2

The ion C10H17N2O3 with charge +1, computed with ωB97M-V/def2-TZVPD.

Each line ends with the Mulliken charge.
Cartesian coordinates (Å):
O 1.4606 -2.4907 2.8746  -0.52
O -0.3694 -0.5813 -1.9678  -0.48
O -0.8904 0.4595 0.0237  -0.30
N 0.6990 -1.0994 -0.1170  0.14
N 3.2780 -1.3104 2.0447  0.08
C -2.3976 1.8883 0.8609  -1.87
C -3.0821 0.6693 -1.1852  -1.41
C -1.9477 1.3864 -0.4630  1.33
C -0.2074 -0.3343 -0.6772  0.94
C 1.1423 -0.6412 1.3767  -0.52
C -1.4390 2.4658 -1.4057  -1.67
C 2.0238 -1.5339 2.1015  -0.09
C 1.5662 -2.0272 -0.6986  -0.45
C 2.4062 -1.5976 -1.5969  -0.57
C 4.4657 -1.3309 1.9470  -0.17
H 2.1545 -0.5874 -1.9896  0.26
H 1.4421 -3.0847 -0.5108  0.29
H -3.7731 0.1851 -0.4382  0.38
H -3.8470 1.4945 -1.5829  0.33
H 0.1825 -0.5210 1.8728  0.37
H -2.1331 3.2241 -1.4844  0.54
H 3.0741 -2.0901 -2.2928  0.33
H -0.7911 3.1244 -0.8248  0.46
H -2.7097 0.1474 -2.0170  0.47
H -1.0947 2.1488 -2.4096  0.36
H 5.3121 -0.8761 2.3718  0.32
H -2.9688 2.6561 0.4596  0.57
H 1.1641 -2.2971 3.7888  0.35
H 0.2249 -1.2228 -2.3111  0.43
H -1.6555 2.2627 1.5624  0.33
H -2.9101 1.1904 1.4723  0.42
H 1.6205 0.3235 1.2156  0.33

Values from the calculation:
E_HOMO (eV): -10.831
Charge: +1
Lowest unoccupied orbital energy (eV): -2.55

Energies relative to the most stable structure are arrangement 1 0.0; arrangement 2 163.3, reported in kJ/mol.

Arrangement 1

An isolated molecule of C5H9ClO2, computed with ωB97M-V/def2-TZVPD.

Each line ends with the Mulliken charge.
Cartesian coordinates (Å):
Cl 2.2608 0.5786 -0.6333  -0.21
O -1.4818 -0.8575 -0.0055  -0.46
O -0.0688 2.5405 0.0225  -0.48
C 1.1920 -1.4779 0.8014  -1.28
C -0.4566 0.0831 -0.2613  1.06
C -1.4507 -0.2404 -1.2847  -0.81
C -0.6587 1.3426 0.5822  -0.77
C 0.9099 -0.6253 -0.4020  0.07
H 0.3457 -2.1297 0.8881  0.37
H -2.2485 0.4808 -1.4291  0.31
H 0.7375 2.6784 0.5246  0.35
H 0.8635 -1.1386 -1.3522  0.34
H 1.2179 -0.8656 1.7331  0.32
H -1.1244 -0.9242 -2.0652  0.27
H -0.3959 1.1278 1.6404  0.26
H 2.1299 -2.0637 0.6998  0.35
H -1.7720 1.4911 0.5414  0.33

Values from the calculation:
E_HOMO (eV): -10.032
Structure (SMILES): C[C@H](Cl)[C@@]1(CO)CO1
Lowest unoccupied orbital energy (eV): 0.83

Arrangement 2

An isolated molecule of C5H9ClO2, computed with ωB97M-V/def2-TZVPD.

Each line ends with the Mulliken charge.
Cartesian coordinates (Å):
Cl -2.6197 -0.9607 -0.3530  -0.26
O 1.4283 -1.8905 -0.5897  -0.52
O 1.7934 1.0659 -0.8018  -0.49
C -1.7147 1.6080 -0.1706  -1.20
C -1.2495 0.1897 -0.0671  0.47
C 0.4018 -1.6250 0.3700  -0.67
C -0.0003 -0.2327 0.1908  0.39
C 1.1387 0.7213 0.3831  -0.77
H 1.8177 0.1829 1.0822  0.29
H 0.8193 1.6312 0.8960  0.44
H -1.9968 1.7636 -1.2284  0.28
H -0.4791 -2.2778 0.2633  0.40
H -2.5762 1.7685 0.5053  0.33
H -1.0166 2.3383 0.1016  0.37
H 0.7744 -1.7265 1.4262  0.27
H 1.5733 -2.8405 -0.6520  0.31
H 1.9060 0.2841 -1.3559  0.37

Values from the calculation:
E_HOMO (eV): -9.423
Structure (SMILES): CC(Cl)=C(CO)CO
Lowest unoccupied orbital energy (eV): 0.58

Energies relative to the most stable structure are arrangement 1 42.6; arrangement 2 0.0, reported in kJ/mol.

Arrangement 1

A cluster of 2 separate species, C3H7N4S in total, computed with ωB97M-V/def2-TZVPD.

Each line ends with the Mulliken charge.
Cartesian coordinates (Å):
S 0.1229 0.3423 -1.1289  -0.51
N 2.6009 1.0263 -0.2993  0.21
N 2.2671 -1.0845 -0.1949  -0.10
N 3.7809 0.4883 0.1894  -0.55
N -3.1837 0.4178 0.1491  -0.13
C 1.6176 0.1350 -0.4939  0.18
C -4.3868 0.0231 0.4460  -0.05
C 3.5654 -0.7849 0.1887  -0.08
H -2.9809 1.3731 0.0276  0.26
H 2.5143 2.0214 -0.3315  0.22
H -2.2988 -0.1750 0.3806  0.28
H -5.1494 0.7012 0.4846  0.29
H 1.8995 -1.9919 -0.4422  0.24
H -4.5030 -0.9854 0.4262  0.28
H 4.1340 -1.5068 0.5984  0.46

Values from the calculation:
E_HOMO (eV): -11.501
Charge: +1
Lowest unoccupied orbital energy (eV): -5.79

Arrangement 2

A cluster of 2 separate species, C3H7N4S in total, computed with ωB97M-V/def2-TZVPD.

Each line ends with the Mulliken charge.
Cartesian coordinates (Å):
S 0.0049 1.3793 -0.5267  0.02
N -2.7758 0.2705 -0.2477  -0.58
N 1.8270 -0.8606 -0.4248  -0.45
N 1.4291 1.2939 0.5033  -0.22
N -0.4202 -1.1470 -0.3003  -0.07
C 0.7549 -1.4034 -0.8704  0.12
C 2.0873 0.1702 0.3382  0.21
C -0.7327 0.1043 0.3378  -0.25
H -3.1748 0.6673 0.6174  0.28
H 0.8928 -2.2994 -1.5635  0.37
H 2.8905 0.0879 1.0331  0.42
H 1.8554 2.0723 1.0539  0.29
H -1.1604 -1.7514 -0.4487  0.27
H -2.6377 1.0693 -0.8553  0.26
H -0.8402 0.3467 1.3536  0.34

Values from the calculation:
E_HOMO (spin up / spin down) (eV): -13.715 / -13.716
Charge: +1
Lowest unoccupied orbital energy (spin up / spin down) (eV): -4.77 / -4.77

Energies relative to the most stable structure are arrangement 1 0.0; arrangement 2 219.1, reported in kJ/mol.